ORCA calculation (wB97M-V/def2-TZVPD) on C27H41BrN2P2Pt as an isolated structure at a distorted geometry.

Output
gap between HOMO and LUMO (alpha / beta) = 8.1 / 4.7 eV
spin multiplicity = 5
relative energy (zero: lowest compared OMol25 entry of this formula, charge and spin) = 0.00 kcal/mol
LUMO energy (alpha / beta) = -11.34 / -14.49 eV
total charge = +4

Last column: Mulliken charge in e.
CARTESIAN COORDINATES (ANGSTROEM)
C  -3.8664  0.9316  0.0891  -0.4688
C  3.1059  2.1303  2.3988  0.0102
C  0.3098  -4.1257  -1.7932  -0.4113
H  -2.9939  5.2860  0.8747  0.4044
C  0.4325  -7.1539  -3.6972  -0.3011
H  -3.5259  3.1982  1.9641  0.4006
H  2.6319  1.1380  2.3700  -0.0356
C  0.3223  -1.6052  0.9211  -0.2319
H  -0.8052  1.4647  -2.7847  0.4325
H  2.0862  5.1829  0.6381  0.3630
H  -4.3489  2.4553  -1.4214  0.2368
H  -3.5387  -0.9117  6.8191  0.3383
H  3.3351  4.9968  -0.6126  0.4268
H  4.8998  3.0227  3.2712  0.3743
H  3.7819  2.2977  4.4442  0.3836
C  2.4956  -6.6050  -5.4193  -0.4048
H  -4.3499  0.4599  0.9589  0.5769
H  -3.0484  -1.9928  0.5298  0.6291
H  -2.2369  -3.5865  -1.2608  0.5242
C  -1.5377  -3.0305  -0.6345  -0.6558
C  4.9156  0.7555  -1.1495  -1.2768
Br  -0.8207  1.8347  3.9005  -0.3914
H  2.3227  2.8710  2.6180  0.4068
H  4.4955  1.1544  -2.0791  0.3347
Pt  -1.5764  0.1519  2.2569  0.8518
C  -2.6872  4.3763  0.3486  -1.1827
H  -1.7234  4.5733  -0.1324  0.2686
C  2.3370  4.6672  -0.2966  -1.3593
H  2.9003  0.5103  -0.3482  0.0439
H  -0.2997  0.9704  -0.4209  0.0103
N  -2.6073  -0.6810  3.7956  -0.4428
C  -1.9915  -2.1357  0.3317  -0.3127
C  -1.6352  1.3804  -2.0710  -1.5215
H  -3.6647  0.8061  6.3135  0.2983
H  5.2029  -0.2844  -1.3328  0.3831
H  -2.4145  2.0877  -2.3842  0.2847
C  1.0751  -5.9088  -3.6046  0.7391
H  0.9921  -1.0446  1.5624  0.5260
H  2.2259  2.6503  -1.1078  0.5174
P  -2.2780  1.5901  0.7098  0.6842
H  -5.1794  2.6869  0.1410  0.3567
H  3.3115  -6.4163  -6.1168  0.4279
C  0.7811  -2.4997  -0.0379  -0.6442
H  -2.0306  0.3588  -2.1531  0.3177
H  1.8490  -2.6467  -0.2012  0.5338
H  -1.7881  3.4564  2.1066  0.3274
H  0.3975  -9.0371  -4.7603  0.4337
C  -3.1837  -0.5429  4.8012  0.6051
H  4.2088  0.1423  0.8133  0.4955
H  -0.6426  2.6879  -0.6432  0.1274
H  -3.4397  4.1724  -0.4221  0.2733
H  -4.9590  -0.3558  5.8808  0.3275
C  2.1281  -5.6284  -4.4880  -0.3321
C  -1.0558  -1.3907  1.0461  -0.5482
H  -0.3920  -7.4139  -3.0386  0.4733
C  2.2765  3.1490  -0.1280  0.2203
H  1.6188  4.9856  -1.0602  0.3797
C  4.2188  2.1812  3.4478  -1.2873
C  -2.5934  3.2605  1.3812  -0.4401
H  -5.6790  1.3932  -0.9564  0.4253
C  -0.1535  -3.2120  -0.8136  0.8652
C  0.8753  -8.0621  -4.6646  -0.4275
H  -3.6219  0.1180  -0.6096  0.3244
C  0.6651  -4.9404  -2.6311  -0.0204
C  3.9021  0.8098  -0.0057  -0.1671
H  1.4018  2.8480  0.4679  -0.3174
C  -3.8772  -0.2337  6.0243  -0.8668
C  -1.0958  1.6866  -0.6772  0.3903
C  -4.8093  1.9385  -0.5700  -1.3620
H  2.6505  -4.6760  -4.4562  0.4544
H  4.8063  1.2568  3.4439  0.3562
P  3.7885  2.5107  0.7235  0.3755
N  1.8801  -7.7861  -5.4977  0.0848
H  5.8240  1.3213  -0.9117  0.3849

Atoms 1-3, force components in eV/Å:
C 0.237 -0.543 0.263
C 0.730 0.974 0.507
C -0.092 -0.178 -0.117